Entry 1:
A molecular structure, C15H15ClIN4O2PdSbSe5. Source: OMol25; level of theory: ωB97M-V/def2-TZVPD.

Structure (XYZ):
```
45
Properties=species:S:1:pos:R:3:nbo_charge:R:1
I -1.52 -6.27 -3.04 0.203
Sb 0.96 4.45 -0.64 0.954
Pd -0.13 -0.25 -1.68 0.643
Se -0.31 2.09 -1.22 -0.388
Se -2.40 0.49 -1.40 0.134
Se 3.40 4.54 -0.88 -0.199
Se 0.99 4.56 1.78 -0.581
Se -0.41 5.92 -1.90 -0.548
Cl 5.32 2.89 1.78 -0.001
O 0.11 -0.59 1.19 -0.605
O 1.82 -0.73 -1.23 -0.830
N 0.86 -2.99 -1.97 -0.305
N -2.82 1.16 1.38 -0.316
N -0.27 -2.32 -2.22 -0.307
N -2.94 -0.97 1.03 -0.319
C -2.91 -2.26 0.35 -0.410
C 0.71 -4.30 -2.17 -0.039
C -1.17 -3.22 -2.59 -0.055
C 4.69 1.26 -0.30 -0.183
C 1.03 0.13 1.54 0.445
C -2.65 2.60 1.21 -0.417
C -2.67 0.21 0.45 0.274
C 2.28 0.45 0.83 -0.269
C -3.27 -0.76 2.34 -0.044
C 4.32 1.72 0.96 -0.084
C 3.13 1.32 1.52 -0.152
C -3.20 0.57 2.56 -0.053
C 2.61 0.02 -0.48 0.379
C -0.60 -4.49 -2.58 -0.320
C 3.86 0.41 -0.99 -0.236
H 2.84 1.69 2.49 0.234
H 1.64 -2.42 -1.62 0.476
H -3.77 -2.36 -0.31 0.220
H 0.97 0.63 2.53 0.114
H -3.36 1.15 3.45 0.243
H -3.51 -1.58 3.00 0.239
H 5.62 1.59 -0.74 0.229
H -3.22 3.10 1.99 0.219
H -1.98 -2.33 -0.22 0.247
H 1.52 -4.99 -2.01 0.239
H -2.17 -2.92 -2.86 0.231
H -1.60 2.88 1.28 0.260
H -3.03 2.91 0.24 0.238
H -2.93 -3.04 1.11 0.224
H 4.13 0.06 -1.98 0.217
```

Properties
Net charge   0
Kohn-Sham gap (spin up / spin down)   5.948 / 5.011 eV
Expectation value of S²   2.027
E_LUMO (spin up / spin down)   -0.0607 / -0.0914 Eh
HOMO (spin up / spin down)   -7.6 / -7.5 eV
2S+1   3



Entry 2:
6 unconnected molecules or ions with the total composition C25H47BCl2IO11 at a distorted geometry. Source: OMol25; level of theory: ωB97M-V/def2-TZVPD.

Structure (XYZ):
```
87
Properties=species:S:1:pos:R:3:lowdin_charge:R:1
I -2.05 1.85 3.08 0.670
Cl -1.82 4.74 1.29 0.475
Cl -1.47 7.45 2.79 0.508
O -7.16 3.76 2.99 -0.010
O -11.61 2.50 -0.84 -0.006
O -9.88 2.02 -2.14 0.104
O 2.43 -0.19 1.96 0.101
O 9.17 -5.10 -3.44 -0.004
O 5.70 -3.55 -0.03 -0.006
O 4.49 -3.18 -1.83 0.097
O 2.84 4.16 2.18 -0.020
O -6.20 2.09 4.07 0.095
O 2.51 1.27 0.30 -0.005
O 9.11 -6.58 -1.81 0.098
C 3.05 1.74 -0.93 -0.232
C 9.46 -6.31 -2.93 -0.521
C 2.21 3.54 3.03 -0.282
C -0.09 5.99 4.91 -0.117
C -5.83 2.11 1.73 -0.003
C -0.80 5.96 3.53 -0.712
C 3.48 -0.97 -0.01 -0.003
C 8.85 -5.07 -5.85 -0.064
C 10.14 -7.33 -3.80 0.012
C 9.69 -4.60 -4.68 -0.230
C 5.16 -3.95 -1.19 -0.517
C -8.34 4.08 0.89 -0.071
C -6.38 2.66 3.02 -0.526
C -10.85 1.63 -1.53 -0.529
C -11.16 0.16 -1.45 0.008
C -0.96 4.79 2.88 -0.673
C 7.81 -4.63 0.50 -0.064
C -7.29 4.61 1.84 -0.237
C 2.79 0.07 0.84 -0.512
C 5.49 -5.32 -1.72 0.019
C 6.36 -4.43 0.89 -0.226
C -12.67 1.57 1.14 -0.064
C 2.23 1.26 -2.11 -0.066
C 0.91 2.84 2.65 -0.233
C -12.86 2.17 -0.24 -0.238
B -0.41 3.35 3.49 -1.025
H 6.30 -3.95 1.86 0.124
H -6.50 1.34 1.35 0.091
H -4.85 1.68 1.93 0.014
H -6.33 4.76 1.36 0.117
H -12.09 2.25 1.77 0.083
H 8.32 -5.26 1.24 0.085
H -13.40 3.12 -0.14 0.121
H 3.00 2.83 -0.88 0.125
H 1.02 1.75 2.86 0.072
H 2.62 1.67 -3.04 0.076
H 8.32 -3.67 0.45 0.086
H -12.12 0.63 1.09 0.069
H -9.30 3.97 1.40 0.074
H 10.78 -6.90 -4.57 0.069
H 9.23 -4.64 -6.78 0.082
H 0.70 2.99 1.57 0.091
H 2.67 3.50 4.05 0.119
H 4.62 -5.70 -2.27 0.091
H 2.24 0.17 -2.19 0.066
H 10.75 -4.86 -4.78 0.114
H 0.90 5.50 4.87 0.069
H 1.19 1.56 -2.00 0.085
H 4.11 1.48 -1.02 0.113
H -8.08 3.10 0.49 0.064
H 5.82 -5.38 0.98 0.115
H 9.39 -7.97 -4.26 0.098
H -13.64 1.38 1.61 0.080
H 8.86 -6.16 -5.95 0.067
H 4.12 -1.57 0.63 0.077
H -12.21 -0.06 -1.27 0.066
H 7.91 -5.10 -0.47 0.036
H -5.67 2.87 0.96 0.072
H 5.71 -6.05 -0.95 0.073
H 10.78 -7.94 -3.17 0.092
H -10.55 -0.29 -0.67 0.098
H -0.75 5.43 5.61 0.082
H 9.64 -3.52 -4.61 0.125
H 7.81 -4.77 -5.72 0.086
H 0.04 7.05 5.20 0.058
H 4.13 -0.55 -0.78 0.067
H -10.91 -0.30 -2.41 0.090
H -0.22 3.39 4.67 0.032
H 2.73 -1.61 -0.48 0.095
H 6.34 -5.25 -2.41 0.085
H -7.61 5.58 2.23 0.119
H -8.48 4.77 0.05 0.082
H -13.46 1.54 -0.89 0.112
```

Properties
Net charge   -1
Kohn-Sham gap   6.018 eV
E_LUMO   0.0530 Eh
HOMO   -4.6 eV



Entry 3:
2 unconnected molecules or ions with the total composition C2H3ClN2O at a distorted geometry. Source: OMol25; level of theory: ωB97M-V/def2-TZVPD.

Structure (XYZ):
```
9
Properties=species:S:1:pos:R:3:nbo_charge:R:1
Cl -0.67 -1.42 2.21 -0.276
O -1.48 -0.27 -0.49 -0.294
N -1.05 0.97 0.03 -0.140
N 0.66 -0.07 -1.06 -0.492
C -0.41 -0.78 -1.09 0.358
C 0.19 1.06 -0.33 0.133
H 0.73 1.86 0.04 0.210
H -0.65 -0.21 2.66 0.278
H -0.46 -1.82 -1.65 0.222
```

Properties
SMILES string   c1ncon1.Cl
Net charge   0
Kohn-Sham gap   12.083 eV
E_LUMO   0.0297 Eh
HOMO   -11.3 eV



Entry 4:
A molecular structure, C3H5NO3. Source: OMol25; level of theory: ωB97M-V/def2-TZVPD.

Structure (XYZ):
```
12
Properties=species:S:1:pos:R:3:nbo_charge:R:1
O 1.23 1.42 -0.52 -0.676
O -0.33 0.18 2.00 -0.596
O -1.10 0.88 0.00 -0.571
N 0.38 -0.55 -1.52 -0.786
C 0.47 0.47 -0.43 0.610
C 0.61 -0.76 0.37 -0.045
C -1.15 0.79 1.29 0.658
H 1.06 -0.37 -2.25 0.413
H -0.21 -1.46 0.49 0.220
H -2.01 1.28 1.76 0.135
H 1.60 -1.09 0.66 0.235
H -0.55 -0.79 -1.86 0.403
```

Properties
Net charge   0
Kohn-Sham gap   9.785 eV
E_LUMO   0.0117 Eh
HOMO   -9.5 eV



Entry 5:
5 unconnected molecules or ions with the total composition C10H30O10 at a distorted geometry. Source: OMol25; level of theory: ωB97M-V/def2-TZVPD.

Structure (XYZ):
```
50
Properties=species:S:1:pos:R:3:nbo_charge:R:1
O 3.46 -4.39 0.40 -0.718
O 6.61 0.52 -2.76 -0.721
O -1.89 3.02 2.20 -0.780
O -2.02 0.32 3.09 -0.613
O 3.21 1.89 -1.90 -0.732
O -5.76 -1.28 1.31 -0.685
O -1.96 0.98 0.51 -0.474
O -5.29 -1.77 -1.49 -0.701
O 1.00 0.61 -0.22 -0.601
O 1.99 -1.87 0.28 -0.754
C -1.24 1.27 -0.69 -0.101
C -1.74 2.69 3.59 -0.100
C -0.07 0.33 -1.09 -0.095
C 2.26 -4.21 -0.33 -0.095
C -4.54 -0.70 -0.80 -0.098
C -5.49 -0.22 0.34 -0.080
C 4.20 0.92 -2.20 -0.080
C 5.59 1.50 -2.50 -0.080
C -1.25 1.27 3.82 -0.103
C 2.17 -2.73 -0.77 -0.096
H -3.65 -1.23 -0.48 0.178
H -2.10 1.80 1.00 0.530
H 1.40 -4.45 0.31 0.197
H -4.94 -1.77 -2.38 0.463
H -4.32 0.19 -1.39 0.156
H 0.19 0.60 -2.12 0.238
H 1.14 -0.23 0.21 0.528
H 5.48 2.11 -3.39 0.176
H 4.23 -4.22 -0.15 0.476
H -0.22 1.23 3.46 0.187
H -1.25 1.00 4.87 0.226
H 1.40 -2.59 -1.53 0.171
H -0.94 2.31 -0.65 0.224
H -2.09 1.21 -1.37 0.282
H -0.42 -0.70 -1.17 0.220
H -6.35 0.34 -0.01 0.189
H 4.33 0.14 -1.44 0.152
H 3.73 0.37 -3.01 0.158
H -1.05 3.38 4.06 0.193
H 2.13 -4.88 -1.18 0.182
H 7.39 0.79 -2.26 0.477
H -6.06 -0.81 2.08 0.471
H -2.75 2.97 3.91 0.194
H 5.93 2.06 -1.62 0.173
H 2.55 1.51 -1.32 0.477
H -4.91 0.55 0.84 0.144
H -1.83 3.98 2.20 0.507
H -2.01 0.53 2.16 0.466
H 2.71 -2.03 0.90 0.500
H 3.03 -2.32 -1.30 0.171
```

Properties
Net charge   +1
Kohn-Sham gap (spin up / spin down)   9.768 / 2.939 eV
Expectation value of S²   0.755
E_LUMO (spin up / spin down)   -0.0979 / -0.3489 Eh
HOMO (spin up / spin down)   -12.4 / -12.4 eV
2S+1   2



Entry 6:
2 unconnected molecules or ions with the total composition C39H24BF9 at a distorted geometry. Source: OMol25; level of theory: ωB97M-V/def2-TZVPD.

Structure (XYZ):
```
73
Properties=species:S:1:pos:R:3:lowdin_charge:R:1
F 4.62 1.87 1.02 0.057
F 6.48 -1.98 3.90 0.020
F 2.63 -1.78 1.08 0.012
F -0.08 2.84 0.92 0.047
F 1.84 3.63 3.41 0.061
F 0.27 -0.88 3.48 0.030
F 3.74 1.87 3.97 0.073
F -1.31 2.28 6.67 0.019
F 3.04 5.72 -1.20 0.023
C -1.74 -4.14 0.68 0.009
C -4.99 -0.17 -5.43 -0.063
C 4.52 -1.91 2.51 0.044
C -0.01 -0.12 -4.16 -0.023
C 5.07 -0.05 3.97 0.060
C 1.45 4.25 -0.17 0.050
C 0.21 0.43 3.91 -0.202
C -2.13 -0.71 -2.97 -0.041
C -1.90 -2.31 -1.02 0.066
C -0.56 0.69 5.04 0.045
C -2.62 -1.59 -1.97 -0.002
C -0.53 1.98 5.57 -0.250
C 1.36 0.00 -1.73 -0.026
C 2.77 4.57 -0.48 -0.252
C 0.26 2.97 5.00 0.056
C 0.01 -0.29 -1.74 -0.012
C -2.74 1.18 -4.48 -0.011
C -4.17 -0.79 -4.48 -0.012
C 3.09 0.11 2.49 -0.016
C 2.03 0.28 -2.92 -0.019
C -3.01 -0.13 -3.99 -0.159
C 1.23 3.09 0.56 -0.221
C -4.72 1.12 -5.89 -0.054
C 2.23 2.21 1.00 -0.031
C 3.53 2.60 0.63 -0.194
C -0.71 -0.36 -2.95 -0.172
C -2.34 -5.07 1.52 -0.055
C 3.42 -1.18 2.05 -0.203
C 3.83 3.76 -0.08 0.052
C -2.53 -3.34 -0.21 -0.184
C 1.00 2.65 3.86 -0.212
C -4.50 -4.61 0.50 -0.062
C -3.59 1.79 -5.40 -0.055
C 1.34 0.20 -4.14 -0.053
C -3.73 -5.28 1.47 -0.045
C 3.95 0.61 3.47 -0.212
C 0.97 1.40 3.23 -0.027
C -3.91 -3.68 -0.35 -0.015
C 5.35 -1.31 3.47 -0.245
B 1.79 0.94 1.91 -0.399
H -5.87 -0.70 -5.81 0.111
H -3.70 -1.78 -2.04 0.099
H -0.50 -0.47 -0.78 0.112
H -4.40 -1.80 -4.13 0.118
H -4.22 -5.98 2.16 0.117
H 0.63 4.89 -0.48 0.125
H -0.80 -2.31 -0.99 0.126
H -5.38 1.61 -6.61 0.114
H 4.73 -2.91 2.13 0.124
H 3.09 0.54 -2.89 0.121
H 5.69 0.42 4.73 0.126
H 0.99 0.22 1.18 0.115
H 0.30 3.97 5.42 0.126
H -0.66 -4.01 0.68 0.124
H -0.55 -0.20 -5.12 0.125
H -1.74 -5.63 2.23 0.112
H -3.37 2.81 -5.74 0.115
H 4.86 4.02 -0.31 0.126
H -4.51 -3.23 -1.14 0.107
H 1.88 0.00 -0.77 0.091
H -1.87 1.72 -4.12 0.126
H 1.86 0.39 -5.08 0.111
H -5.57 -4.81 0.41 0.109
H -1.17 -0.10 5.49 0.124
```

Properties
Net charge   0
Kohn-Sham gap   3.999 eV
E_LUMO   -0.1297 Eh
HOMO   -7.5 eV